A single CH3N5O2 molecule in a non-equilibrium geometry. Source: the OMol25 dataset; level of theory: ωB97M-V/def2-TZVPD.

Last column: natural (NBO) charge in e.
Element x y z (Å)
1 C 0.40 0.12 -0.31  0.349
2 H 2.42 -0.78 0.62  0.474
3 H -2.69 -0.39 -0.20  0.401
4 H -1.25 2.38 0.31  0.487
5 N 1.52 0.66 -0.30  -0.074
6 N 0.17 -1.22 0.30  -0.260
7 N -1.01 -1.55 0.26  0.079
8 N -1.67 -0.52 -0.43  -0.354
9 N -0.86 0.72 -0.49  -0.031
10 O 2.69 -0.04 0.08  -0.511
11 O -1.18 1.48 0.64  -0.561

Computed properties:
HOMO   -9.90 eV
Frontier orbital gap   0.355 hartree
Relative energy (zero: lowest compared OMol25 entry of this formula, charge and spin)   51.2 kcal per mole
SMILES   O/N=c1\nn[nH]n1O